ORCA calculation (wB97M-V/def2-TZVPD) on C12H13Cl2N3O2S in the gas phase.

For the LUMO energy, the calculation gives 0.6 eV. Its HOMO energy is -8.51 eV. As for the calculated total energy: -57099.554 eV. The energy relative to the best compared isomer or geometry (same formula, charge and spin) comes out at 0.038 eV. As for the SMILES: C=CCNC(=S)NNC(=O)COc1ccc(Cl)cc1Cl.

Each atom is followed by the atoms it is bonded to, with distances in Å.
Geometry (Å):
1 Cl -3.5469 -1.0661 -3.0652  C19 1.722
2 Cl -1.0068 -4.2564 0.4304  C13 1.720
3 S 0.8210 -0.3708 -0.9069  C10 1.655
4 O -1.3289 -2.1067 2.2641  C9 1.406, C18 1.366
5 O -0.6522 1.2238 3.3325  C12 1.215
6 N 1.1708 0.9271 1.3498  N8 1.394, C10 1.373, H21 1.018
7 N 1.6113 2.1402 -0.5571  C10 1.346, C16 1.451, H27 1.011
8 N 0.4873 -0.1322 1.9454  N6 1.394, C12 1.349, H32 1.019
9 C -1.2804 -1.1138 3.2586  O4 1.406, C12 1.527, H22 1.097, H24 1.094
10 C 1.2092 0.9727 -0.0214  S3 1.655, N6 1.373, N7 1.346
11 C -2.3033 -2.5576 -1.2046  C13 1.381, C19 1.387, H33 1.078
12 C -0.4808 0.1214 2.8505  O5 1.215, N8 1.349, C9 1.527
13 C -1.7951 -2.7734 0.0608  Cl2 1.720, C11 1.381, C18 1.401
14 C 3.4990 2.0918 -2.1024  C16 1.502, C20 1.319, H28 1.083
15 C -3.0451 -0.3752 -0.5105  C17 1.385, C19 1.383, H25 1.078
16 C 2.0158 2.2685 -1.9446  N7 1.451, C14 1.502, H30 1.091, H31 1.095
17 C -2.5319 -0.6005 0.7557  C15 1.385, C18 1.389, H23 1.079
18 C -1.8962 -1.7975 1.0607  O4 1.366, C13 1.401, C17 1.389
19 C -2.9244 -1.3497 -1.4843  Cl1 1.722, C11 1.387, C15 1.383
20 C 4.0485 1.1042 -2.7817  C14 1.319, H26 1.077, H29 1.077
21 H 1.0193 1.7815 1.8826  N6 1.018
22 H -2.2815 -0.7924 3.5719  C9 1.097
23 H -2.6262 0.1764 1.4978  C17 1.079
24 H -0.7874 -1.5870 4.1133  C9 1.094
25 H -3.5278 0.5618 -0.7368  C15 1.078
26 H 3.4481 0.3627 -3.2814  C20 1.077
27 H 1.9497 2.8534 0.0741  N7 1.011
28 H 4.1108 2.8264 -1.5938  C14 1.083
29 H 5.1162 0.9969 -2.8689  C20 1.077
30 H 1.4808 1.5049 -2.5117  C16 1.091
31 H 1.7099 3.2603 -2.2922  C16 1.095
32 H 0.5191 -0.9784 1.3785  N8 1.019
33 H -2.2023 -3.3160 -1.9634  C11 1.078